[1]
Entry from OMol25: a 14-piece molecular cluster, C69H99N3O29 overall in a non-equilibrium geometry (ωB97M-V/def2-TZVPD).

Structure (ORCA input):
```
! RIJCOSX wB97M-V def2-TZVPD def2/J DEFGRID3
* xyz 0 1
H -4.825 -20.356 -4.227
C 6.255 -18.053 -5.603
H 5.050 -23.697 -10.819
C 4.873 -20.621 -9.501
H -0.270 -25.597 -9.069
C 2.656 -21.276 -6.534
C 1.499 -21.549 -7.614
H 4.948 -11.090 -9.807
H -0.207 -20.595 -8.519
C -0.823 -14.789 -6.285
C 0.365 -18.236 -13.087
O -2.519 -18.865 -8.756
C 0.895 -19.136 -7.412
H -5.419 -16.701 -9.640
H 2.574 -16.652 -4.484
C 0.891 -18.849 -11.903
H -6.445 -17.988 -10.223
H -7.099 -19.315 -6.072
H 4.554 -23.624 -3.421
H -2.134 -11.254 -7.367
H 0.987 -23.395 -4.813
C -3.345 -20.489 -11.423
C 1.864 -25.855 -3.762
H -2.576 -20.661 -3.440
H 5.100 -19.032 -3.983
C -2.758 -19.815 -2.777
H -0.807 -16.784 -0.579
C 0.634 -24.989 -10.929
H 6.014 -15.083 -6.993
C 3.442 -26.749 -7.154
H 3.136 -26.906 -6.130
C -1.238 -13.215 -8.063
H -0.583 -29.154 -2.924
C 2.130 -18.870 -6.552
H -3.655 -20.099 -2.228
C -6.115 -19.469 -6.514
H -5.331 -18.209 -5.064
H 1.672 -27.885 -3.646
O 2.426 -17.749 -6.013
C 2.435 -17.662 -0.162
C 0.777 -16.606 -2.126
H 0.032 -16.129 -8.003
O 5.038 -22.709 -8.280
O -0.038 -27.020 -2.862
H 3.476 -15.467 -7.053
C -5.469 -17.521 -10.356
C 0.238 -16.865 -0.840
C 6.421 -12.210 -8.707
H 4.304 -25.730 -10.850
H 1.234 -20.723 -10.926
C 8.079 -18.790 -4.458
O 0.129 -18.206 -7.932
H 1.562 -24.661 -12.860
H -2.461 -19.946 -11.755
H 1.010 -18.296 -10.983
C -1.972 -18.345 -4.589
H -2.642 -19.682 -9.245
H 4.742 -18.734 -10.500
O 2.082 -24.766 -6.906
H 2.032 -19.486 -3.492
H 5.780 -17.090 -5.795
C 2.139 -16.726 -2.360
C 0.660 -20.351 -7.923
H -5.454 -20.043 -11.301
C -1.728 -12.233 -7.154
H -1.580 -19.301 -4.936
H -0.438 -15.750 -5.980
O -2.319 -11.744 -4.891
O 0.720 -23.678 -10.638
H -1.947 -19.747 -2.052
H 4.024 -17.396 -1.594
C 3.257 -25.155 -9.001
O 7.464 -11.342 -9.033
C -4.527 -19.479 -11.404
C 4.587 -27.255 -9.299
C 4.308 -27.544 -7.940
H -2.698 -12.191 -4.130
C 5.144 -22.622 -10.781
H 4.474 -22.452 -7.546
C 5.093 -20.447 -11.851
C 1.140 -20.107 -3.402
C 5.122 -21.872 -11.957
C 0.282 -22.431 -3.017
H 0.067 -28.656 -1.548
O 3.787 -23.127 -3.714
H 7.771 -13.553 -7.940
H 3.786 -22.803 -4.618
O 9.234 -19.236 -4.235
H -3.118 -18.725 -8.020
C 0.085 -25.962 -10.021
H -4.206 -21.507 -9.760
H 5.661 -17.434 -3.588
H 3.032 -18.086 0.633
O 2.768 -16.355 -3.591
O 0.548 -17.716 1.339
C -1.480 -13.931 -5.426
H 2.697 -24.317 -9.390
H -0.487 -20.977 -14.819
O -0.223 -15.352 -8.506
H 0.824 -28.789 -12.968
H 4.908 -20.153 -8.528
H -1.612 -18.833 -8.441
C -0.570 -28.241 -2.329
H -3.287 -23.130 -8.213
H 4.656 -28.497 -7.571
C 0.626 -27.634 -11.586
H 5.748 -18.664 -6.350
O 5.109 -19.782 -13.003
C 4.944 -22.010 -9.511
H 1.040 -23.473 -9.757
H 0.984 -24.893 -2.393
C 0.369 -20.988 -12.879
O -2.783 -18.584 -3.395
H 0.604 -22.931 -12.168
H -1.622 -28.168 -2.050
H -1.584 -23.593 -8.206
C 1.052 -17.408 0.137
C -2.271 -22.761 -8.359
O 1.374 -21.507 -3.060
C -2.193 -22.094 -9.835
H 0.081 -22.555 -1.953
H -6.501 -20.894 -4.273
H -3.436 -19.624 -6.223
C -0.088 -27.264 -10.436
O 7.642 -18.032 -5.450
H 0.157 -16.276 -2.946
H 6.084 -28.344 -9.453
O -4.487 -18.585 -10.288
C 4.362 -13.988 -8.089
H -0.616 -27.944 -9.783
C -0.726 -14.450 -7.635
O -2.020 -21.657 -7.447
O 1.339 -22.636 -8.192
C 1.363 -27.034 -3.039
C 2.978 -19.878 -6.143
H 0.651 -20.090 -4.377
O 7.020 -19.076 -3.682
O 3.460 -22.233 -6.195
C -1.802 -12.640 -5.826
C 2.887 -25.564 -7.691
O 0.244 -16.883 -13.181
C -5.094 -18.349 -6.119
O -5.660 -20.728 -6.149
H 0.128 -16.328 -12.407
H 7.251 -10.480 -8.670
H -1.096 -22.864 -6.027
H -5.114 -21.953 -4.518
H -1.889 -21.342 -5.445
C -5.535 -20.980 -4.771
H -1.586 -14.185 -4.382
H -2.236 -22.986 -10.460
C 0.845 -20.267 -11.824
H -3.089 -16.775 -5.594
C 5.670 -14.318 -7.674
H -2.866 -22.679 -5.916
C -2.680 -17.770 -5.766
O 0.570 -28.911 -12.050
N -3.657 -18.645 -6.330
H 1.963 -23.889 -7.278
C -0.129 -20.398 -13.981
C 5.912 -18.327 -4.159
H 4.851 -18.858 -12.963
C -1.929 -22.172 -6.150
H -5.339 -17.105 -11.354
H -1.187 -21.727 -10.037
H 2.958 -23.597 -3.602
H 2.934 -26.001 -3.909
O 0.371 -22.373 -12.914
C 5.150 -11.929 -9.157
H 1.823 -26.918 -13.303
O 3.263 -14.744 -7.647
C 1.244 -26.699 -12.418
C 1.169 -25.366 -12.142
H -4.468 -18.975 -12.368
H 0.499 -19.749 -2.596
C 4.192 -12.855 -8.903
H -0.446 -18.660 -15.094
H 1.851 -27.031 -2.064
O 5.304 -28.148 -9.978
H -0.572 -22.006 -3.545
H -6.302 -19.559 -7.584
H 5.000 -22.359 -12.913
N 1.606 -24.602 -3.133
C 2.961 -17.325 -1.416
C 4.075 -26.011 -9.833
N -3.320 -21.175 -10.112
H -3.552 -21.214 -12.210
H -5.334 -17.460 -6.703
H 3.182 -12.628 -9.212
H -1.893 -17.567 -6.492
H 1.237 -17.995 1.946
H -0.378 -24.164 -3.899
H 3.709 -19.760 -5.357
H -1.116 -13.026 -9.119
C 6.708 -13.374 -8.016
H -0.993 -17.903 -4.398
C -0.111 -19.019 -14.133
H 1.400 -25.932 -4.745
C 4.859 -19.798 -10.648
C 0.621 -23.731 -3.843
*
```

Calculated values
M ... 1434.54 g/mol
Total energy ... -5034.4224 hartree
Gap between HOMO and LUMO ... 6.477 eV

[2]
Entry from OMol25: a 2-piece molecular cluster, C2H6N4O5P overall in a non-equilibrium geometry (ωB97M-V/def2-TZVPD).

Structure (ORCA input):
```
! RIJCOSX wB97M-V def2-TZVPD def2/J DEFGRID3
* xyz -1 1
N 4.678 -1.143 -0.346
O -0.690 0.328 1.299
P 0.488 -0.177 0.540
C 5.339 0.026 -0.061
H -3.950 2.299 0.601
N 3.413 1.197 0.079
O 1.063 1.216 -0.355
H 5.200 -1.885 -0.012
H -3.246 3.462 -0.105
H -2.299 2.283 0.455
O 0.088 -1.084 -0.792
N 4.681 1.211 0.120
N -3.118 2.525 0.025
H 3.655 -1.007 -0.320
C 2.362 1.272 -0.455
O 6.575 0.035 -0.040
O 1.732 -0.764 1.117
H -0.756 -0.671 -0.764
*
```

Calculated values
M ... 197.07 g/mol
Energy above the lowest of the compared OMol25 structures with the same formula, charge and spin ... 54.1 kcal/mol
Total energy ... -1016.5119 hartree
Gap between HOMO and LUMO ... 8.341 eV

[3]
Entry from OMol25: a 2-piece molecular cluster, C3H4O2 overall in a non-equilibrium geometry (ωB97M-V/def2-TZVPD).

Structure (ORCA input):
```
! RIJCOSX wB97M-V def2-TZVPD def2/J DEFGRID3
* xyz 0 1
H -2.317 -1.386 -0.797
C -1.943 -0.703 -0.056
H 2.625 -0.199 0.935
C -0.682 -0.585 0.595
O 2.999 0.445 0.323
O -2.507 0.579 0.048
H -0.627 1.263 -0.738
C -1.114 0.622 -0.028
H 3.566 -0.035 -0.282
*
```

Calculated values
M ... 72.06 g/mol
Energy above the lowest of the compared OMol25 structures with the same formula, charge and spin ... 128.9 kcal/mol
Total energy ... -266.9873 hartree
Gap between HOMO and LUMO ... 9.894 eV

[4]
Entry from OMol25: a 3-piece molecular cluster, C23H39N3O6 overall in a non-equilibrium geometry (ωB97M-V/def2-TZVPD).

Structure (ORCA input):
```
! RIJCOSX wB97M-V def2-TZVPD def2/J DEFGRID3
* xyz 0 1
H -0.867 -1.065 -2.728
C -3.933 1.373 0.200
H 5.055 -0.469 0.296
C -3.418 -3.444 1.407
C -1.097 0.120 2.509
O -2.659 -3.265 2.302
H -2.359 -0.766 -0.699
H 0.552 0.017 1.112
H -0.298 0.625 -2.471
C -5.274 -3.283 0.137
H -0.656 -1.272 0.852
H -6.284 -3.683 0.163
C 1.310 3.492 0.131
C -2.309 3.054 2.748
H 2.991 2.657 -1.531
C -0.135 -0.685 1.605
H 4.920 -4.002 -3.081
C 4.101 0.023 0.499
C 4.759 -3.348 -3.941
C 0.173 3.330 1.180
O 4.024 -1.338 -3.113
O 5.803 -2.374 -3.982
O -3.077 -3.941 0.192
H -0.630 1.022 2.905
H -2.345 -0.553 4.220
H 4.758 -3.948 -4.848
H -0.556 -0.689 4.462
C 3.448 2.257 -0.624
H -1.378 4.776 0.877
H -2.696 0.384 -1.993
H 0.070 -0.591 -1.266
O -4.742 -3.169 1.460
H -3.205 0.619 2.652
O 6.039 -0.324 -3.088
H -5.294 -2.292 -0.322
H -4.152 -4.007 -1.588
H 4.254 0.693 1.344
C 3.524 -2.492 -3.795
N -2.325 2.946 3.890
C -1.964 0.110 -1.229
H 0.172 2.277 1.461
H 4.402 0.610 -1.538
C 3.622 0.736 -0.794
H 1.600 4.536 0.039
H -1.266 3.684 -0.465
H 0.504 -1.300 2.238
H -1.409 -1.796 3.367
H 4.426 2.694 -0.421
C -0.681 -0.282 -1.999
H 2.159 1.674 1.009
C -2.385 2.955 1.266
H -3.280 3.505 0.977
H 3.078 3.164 1.316
H 2.741 -2.970 -3.211
H -4.543 -5.264 -0.397
H 0.369 3.974 2.038
H 3.407 -0.784 0.745
C 2.502 2.613 0.569
N -4.991 1.288 -0.232
C -2.472 0.399 1.877
C -1.384 -0.776 3.760
H 3.114 -2.181 -4.758
H -2.804 -0.549 1.438
C -4.284 -4.212 -0.528
N -1.643 1.239 -0.374
C 5.357 -1.252 -3.367
C -1.210 3.723 0.620
H 0.918 3.082 -0.806
C -2.526 1.463 0.756
H 2.717 0.268 -1.188
H -0.672 1.245 -0.104
*
```

Calculated values
M ... 453.58 g/mol
Energy above the lowest of the compared OMol25 structures with the same formula, charge and spin ... 122.8 kcal/mol
Total energy ... -1515.4668 hartree
Gap between HOMO and LUMO ... 9.656 eV

[5]
Entry from OMol25: C31H34AsN3O6S3W as an isolated structure in a non-equilibrium geometry (ωB97M-V/def2-TZVPD).

Structure (ORCA input):
```
! RIJCOSX wB97M-V def2-TZVPD def2/J DEFGRID3
* xyz -2 1
C -1.673 0.188 -7.082
O -2.464 1.854 -2.582
H -3.299 -2.461 -3.172
H 2.236 -2.552 -2.178
N 1.396 0.357 -0.182
C -3.715 0.810 3.933
H -4.102 -0.460 -4.800
H 1.236 -2.322 -0.755
H -1.523 -4.699 -0.852
C 3.063 1.931 -1.043
H -3.296 2.157 -2.192
N -5.409 2.042 5.456
H 2.245 -1.386 1.404
C -2.922 -0.148 -6.577
H 0.243 2.849 -0.700
H 4.485 3.098 -2.108
C -4.571 -1.391 4.668
H 0.965 3.415 -2.206
H 3.126 -2.915 1.467
W -0.398 0.269 -0.562
As -2.589 0.039 -2.359
H 5.896 1.176 -2.788
C 4.685 -0.235 -1.707
H -3.884 -1.855 -0.715
H 1.877 4.139 1.340
C 3.167 -1.884 1.103
S -0.663 1.825 1.500
C -3.122 -0.236 -5.209
H -3.749 -0.326 -7.256
C 2.212 -2.656 -1.093
O -4.206 -0.274 -2.341
C -2.824 1.561 3.176
H 0.702 4.520 -0.831
H -0.193 -3.887 -1.692
C 4.215 2.091 -1.806
H -3.098 -4.111 -2.594
C -0.842 0.307 -4.834
C 2.387 3.202 -0.558
S -0.558 -1.226 1.396
H 4.266 -2.392 -0.650
C 2.412 3.259 0.972
C -1.983 -2.668 -1.424
C 5.018 1.025 -2.173
H -2.702 -2.296 3.024
C 2.658 0.617 -0.696
C -0.627 0.418 -6.205
C 3.330 -1.868 -0.419
C -2.574 -3.163 -2.759
H 5.323 -1.085 -1.931
H 3.045 4.005 -0.913
C -3.671 -0.589 3.884
C -1.876 0.943 2.365
H -3.584 -3.556 -0.323
C -2.733 -1.216 3.066
H 4.002 -1.380 1.595
N -5.272 -2.046 5.304
C -1.201 -1.354 -1.724
C -3.120 -2.567 -0.406
C 1.002 3.509 -1.122
S 0.624 0.480 -3.857
H 2.303 -3.717 -0.836
H -1.514 0.272 -8.150
C -2.083 -0.007 -4.306
H 1.941 2.381 1.411
C -0.993 -3.747 -0.963
H -2.863 2.640 3.220
O 1.273 -0.803 -3.856
O 1.372 1.613 -4.313
H 0.354 0.686 -6.576
H -1.786 -3.333 -3.498
H -2.745 -2.278 0.570
O -2.255 0.544 -0.432
C 3.539 -0.464 -0.956
C -4.666 1.488 4.774
H -0.539 -1.554 -2.570
H 3.443 3.304 1.335
H -0.554 -3.489 -0.001
C -1.833 -0.472 2.317
O 0.092 0.803 -2.430
*
```

Calculated values
M ... 899.59 g/mol
Energy above the lowest of the compared OMol25 structures with the same formula, charge and spin ... 53.8 kcal/mol
Total energy ... -5314.9159 hartree
Gap between HOMO and LUMO ... 6.519 eV

[6]
Entry from OMol25: a 3-piece molecular cluster, C8H23O5PS2Si overall in a non-equilibrium geometry (ωB97M-V/def2-TZVPD).

Structure (ORCA input):
```
! RIJCOSX wB97M-V def2-TZVPD def2/J DEFGRID3
* xyz 0 1
H 0.604 -3.504 -0.734
C 0.606 -0.925 -0.914
H 2.012 1.672 0.573
H 1.072 0.041 -1.042
Si -0.267 -5.095 0.992
H -1.176 -5.981 0.238
O -3.252 4.513 0.194
H -0.164 4.772 0.255
H -2.917 3.835 -3.290
P 1.762 -6.041 1.024
H 1.165 -1.641 -1.500
H 2.041 3.086 1.641
H -1.123 -3.312 -0.474
H -0.406 -0.853 -1.288
H -3.843 1.999 -0.970
H 0.489 2.485 0.983
H -2.308 1.768 -1.874
C 0.622 -1.245 0.556
C 1.550 2.630 0.782
H -2.308 1.759 -0.094
H 2.548 -6.948 2.815
H 0.804 5.845 -0.783
O 1.675 -6.950 2.427
H -3.368 5.408 -2.590
S -2.474 3.960 -0.946
H 3.813 -5.114 1.810
O 0.923 3.063 -1.738
H 1.364 5.474 0.864
O 1.050 -0.469 1.398
C -0.169 -3.458 0.023
H -0.787 -4.868 2.357
C -3.393 4.331 -2.445
C -2.770 2.189 -0.981
H -4.425 3.997 -2.332
C 2.854 -4.667 1.566
O 0.071 -2.410 0.974
H 3.025 -3.973 0.754
S 1.755 3.674 -0.659
H 2.500 -4.127 2.437
C 0.844 5.081 -0.010
*
```

Calculated values
M ... 322.46 g/mol
Total energy ... -2121.9609 hartree
Gap between HOMO and LUMO ... 8.881 eV

> Number 4 is which compound?

C23H39N3O6

> The lowest total energy belongs to which entry?

C31H34AsN3O6S3W

> gap between HOMO and LUMO of number 4 (C23H39N3O6)?

9.656 eV

> Number 4 is which compound?

C23H39N3O6